DFT (the ωB97M-V functional and the def2-TZVPD basis) results for a molecular structure, C32H39AsNOPRhSSi.

For the total energy, the calculation gives -129203.4235 eV. As for the total charge: 0. The energy above the lowest of the compared OMol25 structures with the same formula, charge and spin comes out at 0.00 kJ/mol. The value obtained for the frontier orbital gap (spin up / spin down) is 7.03 / 7.69 eV. Its multiplicity is 2. The lowest unoccupied orbital energy (spin up / spin down) is 0.6 / 0.2 eV.

```
78
C32H39AsNOPRhSSi, DFT the ωB97M-V functional and the def2-TZVPD basis
Rh 0.006 0.639 0.175
O -1.852 0.788 1.162
N -1.912 1.596 2.218
C -3.109 1.641 2.854
C -3.306 2.432 3.947
C -2.238 3.210 4.411
C -1.037 3.154 3.757
C -0.849 2.330 2.629
S 0.653 2.245 1.802
H -3.856 1.005 2.406
H -4.273 2.441 4.426
H -2.358 3.850 5.274
H -0.190 3.740 4.082
C 3.316 1.384 -0.266
P 1.802 0.875 -1.140
C 2.437 -0.522 -2.132
C 2.109 -1.833 -1.805
C 2.651 -2.895 -2.515
C 3.517 -2.653 -3.571
C 3.839 -1.347 -3.915
C 3.302 -0.288 -3.198
C 1.550 2.164 -2.400
C 2.317 3.321 -2.465
C 2.062 4.276 -3.443
C 1.045 4.074 -4.362
C 0.273 2.920 -4.299
C 0.517 1.972 -3.320
H 4.149 1.535 -0.953
H 3.572 0.585 0.431
H 3.131 2.292 0.308
H 1.393 -2.017 -1.017
H 2.381 -3.911 -2.254
H 3.931 -3.480 -4.135
H 4.503 -1.151 -4.747
H 3.547 0.729 -3.484
H 3.115 3.494 -1.756
H 2.662 5.176 -3.484
H 0.849 4.817 -5.125
H -0.527 2.763 -5.010
H -0.097 1.080 -3.252
C -0.129 -1.126 3.430
As 0.511 -1.364 1.609
C 2.272 -2.105 1.994
C -0.527 -2.939 1.046
C -0.325 -4.153 1.891
C 0.683 -5.068 1.592
C 0.899 -6.181 2.391
C 0.106 -6.401 3.509
C -0.905 -5.502 3.815
C -1.118 -4.390 3.014
H 0.030 -2.026 4.023
H -1.193 -0.890 3.399
H 0.409 -0.288 3.873
H 2.190 -2.973 2.648
H 2.857 -1.329 2.487
H 2.773 -2.389 1.069
H -0.273 -3.117 0.001
H -1.562 -2.592 1.053
H 1.302 -4.905 0.716
H 1.685 -6.881 2.137
H 0.271 -7.270 4.132
H -1.536 -5.669 4.679
H -1.918 -3.698 3.252
C -3.172 -1.719 -4.393
Si -1.480 -2.125 -3.709
C -1.375 -3.957 -3.328
C -0.157 -1.683 -4.961
C -1.155 -1.180 -2.193
C -0.756 -0.498 -1.262
H -3.370 -2.273 -5.314
H -3.254 -0.652 -4.612
H -3.950 -1.970 -3.670
H -1.554 -4.564 -4.219
H -2.109 -4.241 -2.571
H -0.382 -4.207 -2.945
H -0.256 -2.272 -5.877
H 0.835 -1.865 -4.540
H -0.213 -0.626 -5.231
```